# C20H18CaCl2N3O4S

C20H18CaCl2N3O4S as an isolated structure (wB97M-V/def2-TZVPD, the Open Molecules 2025 dataset).

Results
F_max = 0.2 eV/Å
multiplicity = 1
gap between HOMO and LUMO = 7.1 eV
total charge = -1
E_tot = -3234.6338 hartree
LUMO level = 2.368 eV

```
49
C20H18CaCl2N3O4S | the Open Molecules 2025 dataset | wB97M-V/def2-TZVPD
Ca 0.037 -0.097 -0.483
O -3.526 -1.526 -2.601
C -2.672 -0.923 -1.960
O -1.402 -1.020 -2.027
C -3.155 0.120 -0.936
C -4.485 0.459 -0.732
C -4.768 1.475 0.171
C -3.735 2.140 0.823
C -2.438 1.737 0.557
N -2.186 0.739 -0.280
C -1.185 2.421 1.120
O -1.325 3.343 1.916
O -0.090 1.949 0.650
H -5.251 -0.067 -1.283
H -5.796 1.762 0.356
H -3.907 2.956 1.510
C 3.211 3.278 1.125
C 2.772 2.038 1.852
C 3.121 0.768 1.406
C 2.645 -0.373 2.045
C 1.815 -0.249 3.149
C 1.473 1.015 3.610
C 1.945 2.146 2.965
H 2.336 3.834 0.783
H 3.831 3.034 0.259
H 3.790 3.940 1.773
H 3.776 0.664 0.544
H 2.894 -1.356 1.668
H 1.416 -1.137 3.621
H 0.803 1.121 4.454
H 1.618 3.126 3.290
Cl 2.177 -2.085 -1.299
C 0.891 -3.291 -1.418
C 0.866 -4.035 -2.581
C -0.130 -4.981 -2.751
C -1.072 -5.153 -1.750
C -1.014 -4.390 -0.599
Cl -2.243 -4.672 0.599
C -0.033 -3.407 -0.367
S 0.011 -2.429 1.074
H 1.611 -3.859 -3.344
H -0.181 -5.566 -3.659
H -1.872 -5.872 -1.860
N 1.183 2.721 -1.851
N 1.535 1.336 -1.994
H 2.007 3.305 -1.918
H 0.781 2.822 -0.920
H 2.504 1.163 -1.743
H 1.418 1.078 -2.967
```

***

# C18H27N3O6S

The molecule C18H27N3O6S at a distorted geometry (wB97M-V/def2-TZVPD, the Open Molecules 2025 dataset).

Results
F_max = 1.1 eV/Å
multiplicity = 1
gap between HOMO and LUMO = 9.4 eV
SMILES = COC(=O)CN(C)C(=O)c1ccc(OC2CCN(S(=O)(=O)N(C)C)CC2)cc1
E_tot = -1716.0010 hartree
LUMO level = 0.726 eV

```
55
C18H27N3O6S | the Open Molecules 2025 dataset | wB97M-V/def2-TZVPD
C -3.629 7.988 -0.627
O -3.251 7.133 -1.698
C -2.017 6.642 -1.651
O -1.194 6.931 -0.824
C -1.755 5.689 -2.816
N -0.905 4.600 -2.375
C 0.501 4.712 -2.681
C -1.411 3.877 -1.336
O -2.513 4.129 -0.880
C -0.600 2.731 -0.843
C -0.121 1.750 -1.702
C 0.554 0.645 -1.214
C 0.771 0.508 0.154
O 1.436 -0.510 0.757
C 1.864 -1.637 0.006
C 0.692 -2.561 -0.347
C 0.074 -3.140 0.927
N 1.049 -3.794 1.774
S 1.445 -5.334 1.276
O 2.536 -5.788 2.086
O 1.583 -5.438 -0.147
N 0.008 -6.094 1.696
C -0.195 -7.357 1.018
C -0.145 -6.161 3.132
C 2.173 -2.948 2.122
C 2.869 -2.394 0.880
C 0.285 1.495 1.018
C -0.402 2.582 0.527
H -2.898 8.790 -0.505
H -4.604 8.391 -0.888
H -3.686 7.416 0.300
H -1.261 6.228 -3.625
H -2.715 5.298 -3.161
H 1.056 3.934 -2.165
H 0.879 5.684 -2.355
H 0.657 4.610 -3.758
H -0.294 1.836 -2.765
H 0.903 -0.099 -1.913
H 2.370 -1.301 -0.911
H -0.075 -2.014 -0.898
H 1.064 -3.379 -0.964
H -0.678 -3.890 0.680
H -0.389 -2.341 1.514
H 0.423 -8.156 1.442
H 0.074 -7.213 -0.025
H -1.247 -7.635 1.093
H 0.023 -5.162 3.526
H -1.159 -6.485 3.367
H 0.576 -6.850 3.584
H 2.858 -3.561 2.707
H 1.795 -2.125 2.735
H 3.284 -3.221 0.303
H 3.674 -1.722 1.179
H 0.458 1.376 2.076
H -0.790 3.333 1.197
```

***

# C6H10

A 2-piece molecular cluster, C6H10 overall (wB97M-V/def2-TZVPD, the Open Molecules 2025 dataset).

Results
F_max = 0.6 eV/Å
multiplicity = 1
gap between HOMO and LUMO = 11.0 eV
SMILES = C#CCC=C.C
E_tot = -234.5147 hartree
LUMO level = 1.115 eV

```
16
C6H10 | the Open Molecules 2025 dataset | wB97M-V/def2-TZVPD
C 1.371 1.977 0.801
C 0.285 1.652 0.414
C -1.028 1.207 -0.020
C -1.524 0.127 0.898
C -1.764 -1.111 0.517
H 2.326 2.275 1.115
H -1.712 2.063 0.006
H -0.966 0.836 -1.046
H -1.656 0.423 1.931
H -2.110 -1.865 1.206
H -1.639 -1.425 -0.507
C 1.683 -1.234 -1.064
H 1.352 -1.128 -0.039
H 2.719 -1.538 -1.074
H 1.080 -1.981 -1.569
H 1.582 -0.280 -1.568
```

***

# C15H17NS2Sn

C15H17NS2Sn as an isolated structure at a distorted geometry (wB97M-V/def2-TZVPD, the Open Molecules 2025 dataset).

Results
F_max = 4.0 eV/Å
multiplicity = 1
gap between HOMO and LUMO = 7.2 eV
E_tot = -1647.0860 hartree
LUMO level = 0.068 eV

```
36
C15H17NS2Sn | the Open Molecules 2025 dataset | wB97M-V/def2-TZVPD
C -1.116 -1.648 -3.144
C 1.879 -1.991 -1.635
C -0.509 -0.821 -3.970
H -2.163 -1.360 -2.891
C 2.075 -0.682 -1.817
H 2.361 -2.481 -0.773
H -1.003 -0.701 -4.926
H 2.739 -0.148 -1.111
C 0.961 -0.418 -4.120
H 0.992 0.343 -4.935
H 1.658 -1.204 -4.468
C -0.554 -2.677 -2.246
H -1.059 -3.591 -2.603
H -0.817 -2.560 -1.179
C 0.975 -2.910 -2.417
H 1.219 -2.902 -3.482
H 1.168 -3.931 -2.029
C 1.481 0.241 -2.823
H 2.230 0.994 -3.113
H 0.629 0.785 -2.386
Sn -2.247 -0.407 0.715
H -1.896 -0.168 -0.864
S -4.264 0.256 2.077
C -3.008 1.042 2.941
N -1.753 1.071 2.449
C -0.847 1.693 3.301
C 0.515 1.934 3.034
C 1.291 2.518 4.036
C 0.725 2.859 5.276
C -0.633 2.614 5.541
C -1.411 2.057 4.531
S -3.134 1.676 4.574
H 0.908 1.655 2.061
H 2.353 2.699 3.855
H 1.347 3.319 6.045
H -1.090 2.843 6.497
```

***

# C17H30BrCaN9O5S

C17H30BrCaN9O5S as an isolated structure at a distorted geometry (wB97M-V/def2-TZVPD, the Open Molecules 2025 dataset).

Results
F_max = 3.3 eV/Å
multiplicity = 1
gap between HOMO and LUMO = 4.7 eV
total charge = -2
E_tot = -5184.7083 hartree
LUMO level = 4.308 eV

```
64
C17H30BrCaN9O5S | the Open Molecules 2025 dataset | wB97M-V/def2-TZVPD
Ca 0.379 -0.104 0.387
C 2.962 -0.748 -5.166
C 3.142 -0.457 -3.699
C 4.378 -0.187 -3.134
C 4.464 0.071 -1.774
C 3.285 0.037 -1.053
Br 3.266 0.382 0.823
N 2.090 -0.217 -1.555
C 2.026 -0.458 -2.865
H 3.920 -0.713 -5.691
H 2.295 -0.019 -5.627
H 2.528 -1.736 -5.313
H 5.275 -0.174 -3.745
H 5.403 0.289 -1.287
H 1.025 -0.672 -3.258
C 0.811 -5.121 0.123
N 0.712 -4.804 1.527
C 1.382 -5.701 2.432
C 0.654 -3.419 1.838
N 0.791 -2.499 0.986
N 0.351 -3.185 3.160
C 0.102 -1.791 3.638
N -0.335 -1.946 5.053
N 0.263 -0.779 2.993
H 0.639 -6.190 -0.014
H 1.797 -4.871 -0.305
H 0.052 -4.578 -0.438
H 1.302 -6.719 2.048
H 0.930 -5.691 3.422
H 2.453 -5.463 2.551
H 0.912 -2.847 -0.009
H -0.196 -3.912 3.595
H 0.241 -2.603 5.571
H -0.299 -1.030 5.474
H 0.197 0.941 2.681
O -0.778 -1.447 -3.384
S -1.297 -1.157 -2.016
O -2.732 -1.444 -1.954
O -0.566 -1.985 -0.988
O -1.025 0.274 -1.620
C -4.670 3.055 0.374
C -4.002 2.144 1.390
N -2.726 1.766 0.865
C -1.886 2.657 0.266
N -0.728 2.314 -0.090
C 0.070 3.283 -0.779
C -0.089 4.635 -0.089
C -1.543 5.052 -0.196
N -2.421 3.952 0.104
C -3.812 4.293 0.239
H -5.686 3.330 0.666
H -4.718 2.527 -0.578
H -4.591 1.253 1.587
H -3.887 2.693 2.339
H -2.450 0.805 0.857
H -0.250 3.365 -1.830
H 1.112 2.958 -0.771
H 0.545 5.414 -0.522
H 0.189 4.493 0.955
H -1.754 5.412 -1.216
H -1.739 5.885 0.495
H -4.141 4.871 -0.637
H -3.949 4.936 1.125
O 0.329 1.579 2.038
```

***

# C9H21Cl3LuO3P2

C9H21Cl3LuO3P2 as an isolated structure at a distorted geometry (wB97M-V/def2-TZVPD, the Open Molecules 2025 dataset).

Results
F_max = 8.8 eV/Å
multiplicity = 1
gap between HOMO and LUMO = 7.7 eV
total charge = +1
E_tot = -3879.5348 hartree
LUMO level = -4.769 eV

```
39
C9H21Cl3LuO3P2 | the Open Molecules 2025 dataset | wB97M-V/def2-TZVPD
Lu -0.116 -0.081 -0.136
H 0.556 1.024 1.064
H 1.323 0.447 0.691
P -1.875 1.442 0.449
P 1.612 -1.289 -1.258
C 1.704 -3.056 -0.815
H 2.426 -3.571 -1.467
H 2.010 -3.168 0.237
H 0.709 -3.515 -0.931
C 1.241 -1.287 -3.032
H 1.234 -0.249 -3.399
H 1.999 -1.874 -3.570
H 0.243 -1.716 -3.199
C 3.336 -0.715 -1.156
H 3.702 -0.791 -0.120
H 3.976 -1.325 -1.814
H 3.390 0.341 -1.467
C -2.885 1.722 -1.050
H -3.714 2.406 -0.819
H -2.248 2.151 -1.839
H -3.279 0.761 -1.410
C -3.075 0.836 1.679
H -2.577 0.719 2.654
H -3.915 1.541 1.775
H -3.454 -0.151 1.370
C -1.465 3.124 1.014
H -0.786 3.598 0.287
H -2.380 3.726 1.115
H -0.951 3.072 1.986
C -0.496 -1.422 1.290
O -0.770 -2.225 1.994
H -1.054 -0.652 -1.155
Cl 3.186 -1.098 4.946
C 3.025 -1.560 3.246
Cl 4.574 -1.270 2.425
Cl 2.615 -3.283 3.146
C 1.879 -0.702 2.582
O 1.287 0.103 3.204
O 1.647 -1.013 1.312
```

***

Look up the F_max of the second one.
1.1 eV/Å